A molecular structure, C49H43AsBr2F5NO3P2TeTi in a non-equilibrium geometry. Source: OMol25; level of theory: ωB97M-V/def2-TZVPD.

Cartesian coordinates (Å):
Ti 0.0230 -0.3026 0.8954
C -0.0768 3.4971 -0.7664
C 0.0049 3.2350 0.7008
C 0.3715 4.3670 1.5018
C 0.3836 4.2645 2.8335
C -0.1089 3.0890 3.4953
C -0.3542 2.9633 4.8919
Br 0.0420 4.3260 6.1329
C -0.9318 1.8567 5.3994
C -1.2383 0.7675 4.5574
Br -2.0848 -0.7596 5.2762
C -1.0009 0.7811 3.1923
O -1.3011 -0.1551 2.3278
C -0.3926 1.9837 2.6836
N -0.2268 2.0448 1.2929
H 0.9436 3.5626 -1.2241
H -0.5314 4.4588 -0.8739
H -0.6247 2.7294 -1.2947
H 0.7647 5.2464 1.0446
H 0.7730 5.0874 3.4342
H -1.1407 1.7983 6.4569
O -0.6855 -0.1968 -3.1049
C 0.0839 0.9299 -3.4680
C -0.2828 1.7352 -4.5530
C 0.5328 2.7908 -4.9075
C 1.6618 3.0593 -4.1604
C 2.0327 2.2492 -3.0909
C 1.2832 1.1246 -2.7561
P 1.7619 0.0513 -1.3186
C 2.0058 -1.5567 -2.0843
C 1.7802 -1.8027 -3.4388
C 1.9043 -3.0835 -3.9753
C 2.2650 -4.1265 -3.1359
C 2.5774 -3.8807 -1.7988
C 2.4874 -2.6010 -1.2966
C 3.5111 0.6887 -1.0213
C 3.8006 1.6467 -0.0747
C 5.0586 2.1932 0.0016
C 6.0547 1.8422 -0.8936
C 5.7946 0.9210 -1.8924
C 4.5234 0.3201 -1.8972
C -2.0272 -0.3096 -3.4153
C -2.3305 -0.5461 -4.7507
C -3.6617 -0.6259 -5.1353
C -4.6664 -0.5216 -4.2182
C -4.3305 -0.4501 -2.8665
C -2.9895 -0.2686 -2.4157
P -2.6361 -0.3348 -0.6188
C -3.8336 0.8114 0.0688
C -3.4325 2.0423 0.5105
C -4.2982 2.9876 1.0300
C -5.6876 2.7232 1.0609
C -6.1296 1.4774 0.5587
C -5.1977 0.5210 0.1503
C -3.3402 -1.9470 -0.1078
C -3.6905 -2.1857 1.2438
C -4.2253 -3.4156 1.6635
C -4.3608 -4.4041 0.7083
C -4.0148 -4.2008 -0.6066
C -3.4879 -3.0003 -1.0171
H -1.1915 1.6093 -5.0796
H 0.3043 3.4223 -5.7305
H 2.3224 3.8748 -4.4023
H 2.9773 2.4566 -2.5964
H 1.5222 -0.9949 -4.0508
H 1.7109 -3.2398 -5.0316
H 2.2701 -5.1350 -3.5099
H 2.8954 -4.6992 -1.1315
H 2.7509 -2.4779 -0.2760
H 3.0509 1.9816 0.6254
H 5.3105 2.8845 0.7849
H 7.0053 2.2930 -0.7635
H 6.5179 0.6455 -2.6374
H 4.2837 -0.4656 -2.6126
H -1.5487 -0.6854 -5.4533
H -3.8265 -0.7181 -6.2064
H -5.6938 -0.4369 -4.5508
H -5.1077 -0.5149 -2.1409
H -2.3653 2.2536 0.4862
H -4.0098 3.9803 1.3278
H -6.3863 3.4593 1.4407
H -7.1648 1.2240 0.4572
H -5.5776 -0.4476 -0.1892
H -3.4504 -1.4169 1.9560
H -4.4169 -3.6341 2.7071
H -4.7248 -5.4195 1.0147
H -4.1238 -4.9590 -1.3392
H -3.1971 -2.7940 -2.0359
C 4.5831 -1.1656 2.3793
As 2.9510 -0.9376 3.3699
C 3.3262 0.7972 4.2085
C 2.9559 -2.3829 4.6524
H 5.4997 -1.3032 2.9422
H 4.6502 -0.1855 1.8950
H 4.4698 -2.0085 1.6485
H 4.1022 0.7677 4.9985
H 2.3505 1.1351 4.5593
H 3.6473 1.4725 3.4205
H 3.8102 -2.4611 5.2865
H 2.9688 -3.2985 4.0122
H 1.9960 -2.3959 5.1987
F 1.8295 -3.8070 2.0018
Te 0.2460 -4.5814 2.4644
F 0.6499 -5.7783 1.0735
F 0.3685 -3.2608 3.9640
F -0.1111 -2.1077 0.5175
F 1.1090 -5.7415 3.5367
O 1.3569 -0.3013 1.8745

Computed properties:
E_LUMO (spin up / spin down)	-2.68 / -3.66	eV
E_HOMO (spin up / spin down)	-10.2 / -10.2	eV
energy relative to the best compared isomer or geometry (same formula, charge and spin)	257.58	kJ/mol
multiplicity	2
orbital gap (spin up / spin down)	7.54 / 6.57	eV
net charge	+1